This record from the OMol25 dataset describes a structure of composition C50H43N2O3P2RuS2Si at a distorted geometry. The level of theory is the ωB97M-V functional and the def2-TZVPD basis.

Summary:
relative energy (zero: lowest compared OMol25 entry of this formula, charge and spin)	54.4	kJ/mol
<S²>	0.801
maximum force	3.3	eV/A
2S+1	2
gap between HOMO and LUMO (alpha / beta)	6.910 / 6.921	eV
highest occupied orbital energy (alpha / beta)	-7.6 / -7.5	eV
E	-4129.93682	Eh

Positions of all 104 atoms, in Å:
Ru -0.8332 0.3080 -0.2767
S -0.8590 2.9145 -0.5604
P 1.0504 2.3639 -0.2993
C 1.2213 0.7025 -0.7241
P 1.0217 0.2609 -2.3760
S -0.9696 0.1537 -2.7521
C 1.8143 1.3368 -3.6154
C 3.1224 1.1986 -4.0893
C 3.6519 2.1214 -4.9829
C 2.8998 3.2138 -5.3834
C 1.6233 3.3955 -4.8711
C 1.0815 2.4637 -3.9946
C 1.6071 -1.4899 -2.4964
C 2.6417 -1.9721 -3.2994
C 3.0058 -3.3177 -3.2700
C 2.3115 -4.2130 -2.4793
C 1.2505 -3.7584 -1.7067
C 0.9207 -2.4142 -1.7052
C 1.4284 2.5116 1.4760
C 1.8822 1.4289 2.2110
C 2.1033 1.5524 3.5819
C 1.8783 2.7649 4.2129
C 1.4304 3.8612 3.4781
C 1.2025 3.7344 2.1176
C 2.2559 3.4934 -1.0306
C 1.8943 4.7825 -1.4016
C 2.8499 5.6517 -1.9152
C 4.1620 5.2272 -2.0678
C 4.5252 3.9338 -1.7067
C 3.5755 3.0656 -1.1843
H 3.7510 0.3980 -3.7472
H 4.6611 1.9887 -5.3551
H 3.3140 3.9309 -6.0833
H 1.0441 4.2680 -5.1488
H 0.0830 2.6079 -3.5989
H 3.1557 -1.3290 -3.9832
H 3.8302 -3.6602 -3.8851
H 2.5890 -5.2603 -2.4637
H 0.6855 -4.4476 -1.0893
H 0.1089 -2.0931 -1.0736
H 2.0517 0.4896 1.7108
H 2.4372 0.6925 4.1523
H 2.0498 2.8607 5.2790
H 1.2515 4.8097 3.9709
H 0.8336 4.5813 1.5484
H 0.8620 5.1021 -1.2910
H 2.5691 6.6607 -2.1955
H 4.9072 5.9057 -2.4669
H 5.5490 3.6039 -1.8287
H 3.8493 2.0565 -0.8945
O -0.5944 -0.6987 1.3337
Si -0.3644 -2.0096 2.2653
C -1.7833 -3.2082 2.0307
C -2.1733 -4.1345 3.0073
C -3.2269 -5.0167 2.7853
C -3.9199 -4.9847 1.5808
C -3.5600 -4.0667 0.6017
C -2.5021 -3.1924 0.8273
C 1.2182 -2.9368 1.8944
C 1.4142 -4.2638 2.2999
C 2.6135 -4.9250 2.0572
C 3.6494 -4.2692 1.4011
C 3.4755 -2.9568 0.9796
C 2.2703 -2.3035 1.2193
C -0.2767 -1.4589 4.0533
C 0.2021 -2.2856 5.0818
C 0.2711 -1.8348 6.3968
C -0.1282 -0.5391 6.7103
C -0.6017 0.2985 5.7084
C -0.6760 -0.1604 4.3960
H -1.6576 -4.1614 3.9632
H -3.5097 -5.7263 3.5543
H -4.7390 -5.6732 1.4063
H -4.1026 -4.0331 -0.3365
H -2.2331 -2.4794 0.0554
H 0.6140 -4.7997 2.8045
H 2.7384 -5.9532 2.3752
H 4.5856 -4.7841 1.2127
H 4.2705 -2.4461 0.4479
H 2.1338 -1.2948 0.8477
H 0.5468 -3.2913 4.8549
H 0.6419 -2.4909 7.1761
H -0.0619 -0.1820 7.7324
H -0.9099 1.3109 5.9471
H -1.0323 0.5064 3.6142
O -5.3499 2.8663 -5.2120
C -6.1853 2.0256 -4.4375
N -5.4298 1.8056 -3.2242
C -5.9577 1.0838 -2.2172
O -7.0931 0.6374 -2.2705
C -5.0927 0.8454 -1.0088
C -5.6944 0.3629 0.1422
C -4.9148 0.0848 1.2442
C -3.5483 0.2975 1.1610
N -2.9621 0.7684 0.0581
C -3.7266 1.0326 -1.0053
H -5.7576 3.0045 -6.0713
H -6.3868 1.0747 -4.9306
H -7.1386 2.4925 -4.1962
H -4.4994 2.1854 -3.2018
H -6.7677 0.2231 0.1488
H -5.3471 -0.2889 2.1627
H -2.8852 0.0897 1.9905
H -3.1882 1.4123 -1.8633

=====

This record from the OMol25 dataset describes a structure of composition C50H43NO2P2ReSSeSi. The level of theory is the ωB97M-V functional and the def2-TZVPD basis.

Summary:
relative energy (zero: lowest compared OMol25 entry of this formula, charge and spin)	0.0	kJ/mol
<S²>	0.759
maximum force	0.3	eV/A
2S+1	2
gap between HOMO and LUMO (alpha / beta)	6.407 / 6.777	eV
highest occupied orbital energy (alpha / beta)	-6.3 / -6.6	eV
E	-5986.56889	Eh

Positions of all 102 atoms, in Å:
Re -0.5352 -0.4807 -0.2243
C -3.6626 1.5663 0.0254
Si -2.9349 -0.1725 -0.0377
C -3.4214 -0.9461 1.6350
C -4.6992 -1.3809 1.9839
C -4.9786 -1.8787 3.2486
C -3.9774 -1.9334 4.2076
C -2.7015 -1.4897 3.8927
C -2.4208 -1.0033 2.6201
P -0.7426 -0.3951 2.1770
C -0.6976 1.3293 2.7704
C -1.8020 2.0028 3.2732
C -1.6970 3.3411 3.6399
C -0.4883 4.0064 3.5135
C 0.6238 3.3339 3.0164
C 0.5167 2.0068 2.6424
C 0.3479 -1.2209 3.4018
C 0.8803 -2.4728 3.0949
C 1.6965 -3.1334 3.9988
C 1.9949 -2.5534 5.2246
C 1.4657 -1.3115 5.5424
C 0.6467 -0.6497 4.6379
C -3.7063 -0.8732 -1.6299
C -5.0729 -1.0907 -1.8169
C -5.5990 -1.3741 -3.0673
C -4.7680 -1.3998 -4.1801
C -3.4110 -1.1726 -4.0246
C -2.8731 -0.9462 -2.7581
P -1.0664 -0.6555 -2.5617
C -0.2384 -2.0428 -3.4144
C -0.8974 -3.1570 -3.9196
C -0.1801 -4.1953 -4.4978
C 1.2014 -4.1285 -4.5768
C 1.8679 -3.0269 -4.0580
C 1.1558 -1.9943 -3.4713
C -0.8124 0.7526 -3.7060
C -0.1208 0.6592 -4.9092
C 0.0377 1.7804 -5.7159
C -0.4899 3.0010 -5.3284
C -1.1845 3.1018 -4.1293
C -1.3420 1.9876 -3.3237
H -4.7469 1.4971 0.1454
H -3.4571 2.1092 -0.8973
H -3.2522 2.1357 0.8591
H -5.4977 -1.3436 1.2521
H -5.9757 -2.2276 3.4850
H -4.1855 -2.3249 5.1947
H -1.9193 -1.5398 4.6404
H -2.7490 1.4861 3.3758
H -2.5639 3.8606 4.0277
H -0.4101 5.0467 3.8022
H 1.5717 3.8480 2.9137
H 1.3796 1.4833 2.2412
H 0.6691 -2.9229 2.1331
H 2.1109 -4.0982 3.7381
H 2.6389 -3.0660 5.9270
H 1.6886 -0.8532 6.4976
H 0.2408 0.3199 4.9000
H -5.7466 -1.0226 -0.9711
H -6.6611 -1.5505 -3.1828
H -5.1785 -1.5889 -5.1635
H -2.7627 -1.1695 -4.8936
H -1.9729 -3.2353 -3.8403
H -0.7046 -5.0614 -4.8793
H 1.7596 -4.9391 -5.0268
H 2.9481 -2.9808 -4.1019
H 1.6817 -1.1475 -3.0440
H 0.2951 -0.2884 -5.2238
H 0.5743 1.6955 -6.6521
H -0.3647 3.8711 -5.9597
H -1.6032 4.0520 -3.8223
H -1.8738 2.0646 -2.3844
O -0.7956 1.6749 -0.2181
N 0.2147 2.5150 -0.4350
C -0.1046 3.8292 -0.4291
C 0.8545 4.7817 -0.6186
C 2.1803 4.3692 -0.8075
C 2.4798 3.0342 -0.7991
C 1.4748 2.0631 -0.6143
S 1.7767 0.3870 -0.5742
H -1.1499 4.0312 -0.2532
H 0.5744 5.8241 -0.6109
H 2.9644 5.0987 -0.9562
H 3.4912 2.6785 -0.9330
C 5.0275 -1.7127 -1.3674
C 4.2369 -1.7777 -0.0785
O 3.2525 -2.4757 0.0083
C 4.7076 -0.9439 1.0743
C 3.8652 -0.7929 2.1722
C 4.2574 -0.0106 3.2449
C 5.4958 0.6200 3.2306
C 6.3430 0.4683 2.1426
C 5.9464 -0.3100 1.0631
H 4.4911 -2.2620 -2.1372
H 6.0157 -2.1573 -1.2354
H 5.1654 -0.6761 -1.6777
H 2.9039 -1.2864 2.1651
H 3.5944 0.1042 4.0933
H 5.8024 1.2293 4.0713
H 7.3103 0.9533 2.1331
H 6.6099 -0.4216 0.2161
Se -0.8330 -2.7354 -0.1555

=====

- Among the records above, which one has the lowest E?
  C50H43NO2P2ReSSeSi

=====

- What is the formula in the second record?
  C50H43NO2P2ReSSeSi

=====

- Look up the E of the second one.
  -5986.56889 Eh